# 1
Molecular formula: BF4H18O9
Method: DFT, ωB97M-V/def2-TZVPD

## Properties
HOMO-LUMO gap: 10.03 eV
ΔE to the lowest compared entry with this formula, charge and spin: 0.865 eV
Total charge: -1

Element x y z (Å)
B (0.67069, 0.89825, -1.03472)
F (0.00161, 0.31646, 0.03563)
F (1.10392, 2.11608, -0.62719)
F (1.69536, 0.02618, -1.23841)
F (-0.17173, 1.06335, -2.15239)
O (-1.84244, 3.24693, -1.18679)
H (-1.05807, 2.84408, -1.55436)
H (-2.41654, 3.15029, -1.90768)
O (-2.63678, 1.02002, 0.03079)
H (-1.78250, 0.70189, 0.02025)
H (-2.54708, 1.91081, -0.34880)
O (-0.82929, -1.50892, -2.92327)
H (-0.30919, -0.71763, -3.02517)
H (-1.68152, -1.14706, -2.95170)
O (1.03944, -3.13770, -1.07897)
H (1.65115, -3.00390, -0.39149)
H (1.06200, -2.35370, -1.59171)
O (0.51497, 2.85280, 1.92340)
H (0.75704, 2.78987, 0.98854)
H (-0.19861, 2.23713, 2.13782)
O (1.43074, -1.44147, 1.63457)
H (0.89312, -1.11442, 0.91960)
H (2.15815, -0.84362, 1.74817)
O (3.75881, -1.80617, -0.29244)
H (3.14615, -1.17311, -0.62943)
H (3.76520, -1.72026, 0.70275)
O (-0.27486, -0.20734, 3.10626)
H (-0.40588, -0.83304, 3.76744)
H (0.28022, -0.63820, 2.39896)
O (-2.61527, -1.32153, 1.53462)
H (-3.03140, -0.53814, 1.23603)
H (-2.12738, -1.66789, 0.74970)

Force components x, y, z for each atom (eV/Å):
-0.6 -0.4 0.4
-1.4 -0.4 0.8
0.7 1.7 -0.2
1.6 -0.9 -1.3
0.1 0.0 -0.2
0.8 0.8 1.1
0.9 -0.3 0.2
-1.7 0.0 -1.6
-3.4 1.1 -0.1
3.0 -1.2 0.1
0.0 -0.2 0.3
1.5 -1.1 -0.2
0.6 0.5 0.1
-2.1 0.5 0.1
-1.3 -1.6 -0.5
1.4 0.3 1.4
-0.2 1.2 -0.8
0.2 0.5 0.5
-0.5 -0.4 0.4
0.3 -0.1 -0.4
0.4 -1.4 0.3
-0.1 0.4 -1.1
0.3 0.7 0.0
1.2 -0.9 2.0
-0.8 1.0 -0.2
-0.2 -0.1 -1.9
0.7 2.0 -2.0
-0.4 -1.7 1.5
-0.9 0.4 1.6
1.0 -2.3 -0.3
-0.5 1.5 -0.6
-0.6 0.5 0.9

---

# 2
Molecular formula: BF4H20O10
Method: DFT, ωB97M-V/def2-TZVPD

## Properties
HOMO-LUMO gap: 10.10 eV
ΔE to the lowest compared entry with this formula, charge and spin: 1.069 eV
Total charge: -1

Element x y z (Å)
B (-0.08269, 0.68219, 0.16749)
F (0.92067, 1.59745, -0.15488)
F (-1.27952, 1.14612, -0.43759)
F (0.14990, -0.64134, -0.13643)
F (-0.15767, 0.75800, 1.52845)
O (-2.78101, -0.76265, 1.84767)
H (-1.98533, -0.43338, 1.42969)
H (-3.08758, -1.45811, 1.26580)
O (-0.06128, -3.95593, -0.66537)
H (-0.36150, -4.54192, 0.02941)
H (-0.78625, -3.34413, -0.79326)
O (-4.10109, 0.08111, -0.97829)
H (-3.22799, 0.40344, -0.75463)
H (-4.02246, -0.87203, -0.93872)
O (1.99988, -1.18474, 2.15343)
H (1.69071, -0.91710, 1.28797)
H (2.83365, -1.62379, 1.98524)
O (3.57181, -0.17420, -0.76201)
H (2.71862, 0.11151, -0.43542)
H (3.38739, -0.54011, -1.62707)
O (0.67229, 2.64435, 2.94572)
H (1.48354, 2.15618, 3.08637)
H (0.19222, 2.13011, 2.29662)
O (2.79029, 4.10022, 1.01571)
H (2.07498, 3.47077, 0.92423)
H (2.44915, 4.76606, 1.61280)
O (-2.98619, -2.39594, -0.45472)
H (-2.94412, -3.22881, -0.92460)
H (-2.34519, -1.83871, -0.89614)
O (-0.97440, -1.53504, -2.15728)
H (-0.64648, -1.03135, -2.90227)
H (-0.41762, -1.27049, -1.42500)
O (1.82518, 2.95200, -2.33563)
H (1.62967, 2.30981, -1.65329)
H (1.85832, 2.44061, -3.14409)

Force components x, y, z for each atom (eV/Å):
-1.4 2.2 0.1
1.0 -0.4 -0.9
0.4 -0.7 0.1
1.0 -0.7 -0.3
-0.9 -0.8 1.2
-0.2 0.1 0.5
0.2 0.2 0.1
-0.1 -0.2 -0.2
0.2 -0.3 -0.1
0.0 -0.1 0.3
-0.1 0.2 -0.1
-0.5 0.3 -0.4
0.3 0.3 0.2
-0.1 -0.2 0.1
0.1 0.0 0.4
-0.3 -0.1 -0.1
0.2 -0.1 -0.1
0.3 -0.2 0.1
-0.3 0.3 0.1
0.0 -0.1 -0.2
0.3 1.1 0.6
0.1 -0.2 0.0
-0.1 -0.2 0.0
0.5 0.2 -0.2
-0.3 -0.2 0.0
-0.2 0.0 0.2
-0.4 -0.6 0.5
-0.1 -0.2 -0.2
0.4 0.4 -0.6
-0.5 -0.6 -0.8
-0.2 0.1 -0.2
0.4 0.3 0.3
0.2 0.3 -0.5
-0.2 -0.1 0.4
0.0 0.0 -0.2

---

# 3
Molecular formula: BH18NiO7
Method: DFT, ωB97M-V/def2-TZVPD

## Properties
HOMO-LUMO gap (alpha / beta): 8.10 / 6.45 eV
ΔE to the lowest compared entry with this formula, charge and spin: 1.880 eV
Multiplicity: 3
Total charge: +1

Element x y z (Å)
Ni (-12.58563, -13.41381, -6.52027)
B (-13.20273, -14.81842, -8.29190)
H (-13.11148, -13.67046, -8.34572)
H (-13.94174, -15.19950, -9.07358)
H (-12.17044, -15.19374, -8.64079)
H (-13.32002, -15.12512, -7.18185)
O (-12.95436, -14.74166, -4.92034)
H (-12.79285, -15.67486, -4.70936)
H (-13.77725, -14.52004, -4.45663)
O (-12.03585, -13.66888, -11.33583)
H (-12.43899, -14.18313, -10.62024)
H (-11.46024, -13.03406, -10.89877)
O (-11.94824, -17.56184, -7.66572)
H (-11.85986, -16.60160, -7.70981)
H (-11.48363, -17.89068, -8.44273)
O (-12.05516, -11.61075, -7.44480)
H (-12.13996, -10.70296, -7.11708)
H (-11.74847, -11.52510, -8.35942)
O (-10.70115, -14.25869, -6.66674)
H (-10.21682, -14.87618, -6.09978)
H (-10.27773, -14.32318, -7.53615)
O (-16.66423, -15.21108, -7.56672)
H (-15.74936, -15.07157, -7.83909)
H (-16.61642, -15.44439, -6.63413)
O (-12.95887, -16.60578, -10.88131)
H (-13.40584, -16.13283, -10.15978)
H (-12.39176, -17.24377, -10.44274)

Force components x, y, z for each atom (eV/Å):
0.6 -0.9 -1.5
0.8 -0.6 0.5
0.0 2.6 -0.1
-1.7 0.2 -0.2
1.4 -0.2 -0.3
-0.7 -1.0 1.1
-0.5 0.7 0.6
0.2 0.0 -0.4
0.1 -0.2 0.1
-0.1 0.1 0.4
0.2 -0.1 -0.4
0.0 0.0 -0.1
0.2 0.0 0.2
-0.2 -0.2 -0.2
0.0 -0.1 0.1
0.0 0.1 0.5
0.0 -0.2 0.1
-0.2 -0.3 0.0
0.3 0.2 0.0
-0.2 0.1 0.1
-0.3 0.0 0.0
0.2 0.2 0.2
-0.1 -0.2 -0.1
-0.1 -0.1 -0.1
-0.1 0.3 0.1
0.2 -0.6 -0.5
-0.1 -0.1 0.0

---

# 4
Molecular formula: BH18NiO7
Method: DFT, ωB97M-V/def2-TZVPD

## Properties
HOMO-LUMO gap (alpha / beta): 8.29 / 8.25 eV
ΔE to the lowest compared entry with this formula, charge and spin: 17.223 eV
Multiplicity: 3
Total charge: +1

Element x y z (Å)
Ni (-1.15106, 0.24366, 0.13177)
B (0.41799, -0.46418, 0.06949)
H (-0.30146, -1.16275, -0.32877)
H (0.24363, -0.39014, 1.13173)
H (1.42647, -0.76343, -0.17059)
H (0.23289, 0.47050, -0.43684)
O (-1.90384, -0.53298, -1.08759)
H (-2.58682, -1.19814, -1.00200)
H (-1.83285, -0.38180, -2.03010)
O (2.03557, -1.42555, 1.59389)
H (2.81408, -1.23038, 1.07228)
H (1.30641, -1.09312, 1.07040)
O (2.15543, 0.87746, 0.75552)
H (1.56501, 0.30197, 0.26925)
H (2.04746, 1.73499, 0.34416)
O (-1.06985, 1.49418, -0.90090)
H (-0.27675, 2.00765, -1.05446)
H (-1.76581, 1.99427, -1.32727)
O (1.43613, -0.84495, -2.26844)
H (1.04059, -0.86628, -1.39705)
H (0.80703, -0.36364, -2.80585)
O (-0.66826, 1.27858, 1.18878)
H (0.22048, 1.26432, 1.54399)
H (-0.87433, 2.20861, 1.09500)
O (-1.69407, -0.85698, 1.18592)
H (-1.94396, -1.77677, 1.27407)
H (-1.68005, -0.52501, 2.08360)

Force components x, y, z for each atom (eV/Å):
-7.0 -0.8 -3.0
2.7 -5.0 -1.2
0.4 -4.0 -1.4
0.9 -0.6 2.9
1.9 -1.3 -1.6
2.3 1.9 -2.1
-6.7 -5.3 -8.3
-0.4 -0.6 0.0
0.2 0.0 -0.7
1.4 -2.0 1.9
0.4 -0.1 0.2
1.1 -1.3 1.8
1.7 3.4 1.8
1.7 1.0 -0.3
0.6 0.5 -0.3
-0.6 10.0 -8.5
0.6 0.4 -0.4
-0.7 0.4 -0.5
0.3 0.1 -1.6
0.2 -0.6 -0.7
0.1 0.0 -0.5
3.0 10.9 12.2
1.5 -0.2 0.8
-0.3 0.7 0.4
-5.3 -6.7 8.1
0.0 -0.8 -0.1
0.0 0.0 1.0

---

# 5
Molecular formula: BH26O11
Method: DFT, ωB97M-V/def2-TZVPD

## Properties
HOMO-LUMO gap: 9.15 eV
ΔE to the lowest compared entry with this formula, charge and spin: 3.975 eV
Total charge: -1

Element x y z (Å)
B (-0.34926, 0.23934, 0.24821)
H (0.02915, -0.38694, 1.39688)
H (-0.58711, 1.35173, 0.36705)
H (0.52830, 0.09236, -0.60903)
H (-1.34357, -0.36674, -0.00687)
O (-1.23832, 4.60448, -1.36396)
H (-1.31740, 3.64810, -1.40437)
H (-1.87047, 4.80539, -2.01414)
O (-0.53647, -0.82250, -2.58667)
H (-0.11305, -0.12763, -2.26320)
H (-0.04730, -1.06286, -3.23879)
O (2.36781, 1.70064, 1.47795)
H (2.33633, 2.40370, 2.13830)
H (1.46619, 1.52345, 1.21559)
O (-2.72587, 2.10191, -1.38585)
H (-2.01447, 1.69678, -0.75220)
H (-3.19017, 1.37851, -1.76984)
O (-1.75942, -3.12961, -0.84026)
H (-1.59393, -2.47437, -1.48735)
H (-1.74131, -3.66725, -1.57054)
O (-0.87574, -2.98229, 2.77337)
H (-0.42915, -2.28067, 2.44993)
H (-1.54989, -2.91004, 2.10803)
O (2.79995, 1.25395, -2.40627)
H (3.05979, 1.25296, -1.51730)
H (3.57512, 1.70966, -2.67171)
O (-2.50609, 1.86877, 2.68311)
H (-3.14061, 1.50550, 3.36430)
H (-2.12929, 1.21492, 2.04333)
O (2.72407, -2.05359, -1.50794)
H (2.54623, -1.31686, -2.19987)
H (2.37842, -1.90894, -0.68410)
O (2.19369, -0.04510, 3.95470)
H (2.16914, -0.96574, 3.68336)
H (2.18329, 0.41932, 3.10758)
O (0.51020, -2.95698, -0.10802)
H (-0.16358, -3.42990, -0.53150)
H (0.35482, -1.88348, -0.09189)

Force components x, y, z for each atom (eV/Å):
1.1 -2.6 1.3
-0.2 1.2 -1.3
-0.2 2.0 0.5
-0.1 0.0 0.4
-0.5 -0.2 -0.5
1.2 -0.4 0.9
0.2 -0.4 0.4
-1.4 0.9 -1.3
-7.5 -2.4 3.3
2.6 4.9 3.1
4.7 -2.9 -6.8
0.9 0.1 0.4
-0.2 -0.1 -0.2
-0.8 -0.2 -0.2
2.2 0.2 1.9
-1.9 0.6 -1.5
-0.3 -1.0 -0.3
-1.8 0.6 1.4
0.6 3.9 0.0
-0.6 -4.5 -2.2
-2.3 -3.0 1.6
3.4 3.8 -1.2
-1.1 -0.8 -0.5
-0.7 -0.3 -1.2
-0.5 -0.6 2.9
1.1 0.8 -1.6
-0.6 -0.2 0.5
1.4 -0.1 -1.7
-0.7 0.3 1.2
2.0 0.7 -5.8
0.2 -1.6 2.7
-1.9 1.0 2.8
0.1 0.0 0.0
-0.1 -0.2 0.1
0.0 0.2 -0.2
3.3 4.5 2.0
-1.4 0.0 -0.5
-0.2 -4.2 -0.4

---

# 6
Molecular formula: BH3IO2PYb
Method: DFT, ωB97M-V/def2-TZVPD

## Properties
HOMO-LUMO gap: 6.12 eV
ΔE to the lowest compared entry with this formula, charge and spin: 0.000 eV
Total charge: +2

Element x y z (Å)
O (0.24966, 1.18919, 0.27312)
B (0.15634, -0.26498, -0.11186)
O (1.23984, -1.02810, 0.12745)
P (-1.48392, -0.83904, -0.85224)
I (-2.33397, -0.82078, 1.40668)
H (0.90351, 1.66339, -0.27373)
H (1.48475, -1.42546, -0.72958)
H (-1.88583, 0.36506, -1.45487)
Yb (1.66962, 1.16072, 1.61504)

Force components x, y, z for each atom (eV/Å):
-1.9 -0.1 -2.6
-2.6 0.5 -0.9
1.1 1.2 0.1
-0.1 -1.2 -1.4
0.3 0.4 0.4
-1.0 0.3 -1.5
0.3 -0.8 0.5
-0.1 0.4 0.5
4.0 -0.6 5.0

---

# 7
Molecular formula: BH3OS
Method: DFT, ωB97M-V/def2-TZVPD

## Properties
HOMO-LUMO gap: 9.32 eV
ΔE to the lowest compared entry with this formula, charge and spin: 1.819 eV

Element x y z (Å)
B (0.19252, 0.09359, 0.16018)
O (0.55042, 1.36525, 0.09701)
S (-1.51228, -0.28053, -0.13420)
H (1.10915, -0.67304, 0.25503)
H (1.40204, 1.61859, -0.02425)
H (-1.74185, -2.12388, -0.35377)

Force components x, y, z for each atom (eV/Å):
1.7 -1.8 -0.4
-4.3 1.1 0.4
-1.8 -3.7 -0.5
-0.4 -0.5 0.1
3.9 0.8 -0.2
1.0 4.1 0.7

---

# 8
Molecular formula: BH4NS
Method: DFT, ωB97M-V/def2-TZVPD

## Properties
HOMO-LUMO gap: 9.32 eV
ΔE to the lowest compared entry with this formula, charge and spin: 3.121 eV

Element x y z (Å)
B (-0.30908, -0.01562, -0.11010)
N (0.51167, 1.09220, -0.00885)
S (-2.10392, 0.11234, 0.08343)
H (0.47675, -1.90192, -0.07881)
H (1.36703, 1.16708, 0.54348)
H (0.17647, 2.01494, -0.29130)
H (-2.79490, -1.12243, 0.27974)

Force components x, y, z for each atom (eV/Å):
0.7 -3.8 1.1
0.4 0.9 -0.2
-1.2 -0.6 0.1
-1.2 3.2 0.0
-0.4 -0.5 -0.7
0.0 -0.4 0.3
1.7 1.2 -0.6